1.
{"formula": "C27H55FIN3O9P", "method": "ωB97M-V/def2-TZVPD", "homo_ev": -10.479, "charge": 1, "total_energy_ev": -71880.5611, "gap_ev": 6.5, "species": ["I", "P", "F", "O", "O", "O", "O", "O", "O", "O", "O", "O", "N", "N", "N", "C", "C", "C", "C", "C", "C", "C", "C", "C", "C", "C", "C", "C", "C", "C", "C", "C", "C", "C", "C", "C", "C", "C", "C", "C", "C", "C", "H", "H", "H", "H", "H", "H", "H", "H", "H", "H", "H", "H", "H", "H", "H", "H", "H", "H", "H", "H", "H", "H", "H", "H", "H", "H", "H", "H", "H", "H", "H", "H", "H", "H", "H", "H", "H", "H", "H", "H", "H", "H", "H", "H", "H", "H", "H", "H", "H", "H", "H", "H", "H", "H", "H"], "positions_angstrom": [[-4.52, -4.80, 0.06], [4.33, 2.62, 4.84], [-3.36, -2.90, 2.47], [0.81, 1.91, 1.19], [-1.94, -5.29, -4.30], [4.10, 1.42, 3.73], [-2.17, 0.16, -0.17], [-2.30, -3.97, -3.94], [-3.30, 0.15, -2.66], [5.97, 2.70, 4.85], [4.28, 1.52, 6.08], [3.95, 3.78, 3.97], [-0.79, -1.75, 0.43], [1.49, 2.00, -6.34], [-3.04, -2.12, 0.35], [-0.44, 2.61, -0.73], [6.51, 3.57, 7.06], [-1.02, -4.21, -1.34], [3.32, 1.61, 2.56], [-4.21, 0.54, -3.67], [5.48, -0.54, 5.56], [-0.63, -1.58, -2.45], [4.23, 1.87, 1.37], [-1.96, -1.20, -0.22], [-3.87, -1.99, 1.56], [-2.98, -4.03, -2.69], [6.59, 3.77, 5.56], [-4.88, -0.68, 3.42], [4.16, 0.10, 5.94], [-0.30, -0.16, -3.00], [-3.83, -0.62, 2.26], [-0.57, 1.18, -5.24], [-3.19, -3.20, -0.32], [-1.38, 0.89, 0.78], [-0.88, -4.80, -0.06], [0.27, 1.22, -6.57], [-1.98, -1.72, -1.69], [-2.23, -3.28, -1.56], [-3.88, 2.01, -4.05], [-0.04, 1.41, 0.19], [-0.32, -0.20, -4.56], [-3.13, -1.26, -2.62], [-1.96, 1.81, 1.00], [-0.62, -2.26, -3.31], [-2.85, -1.56, -3.64], [-5.80, -1.18, 3.10], [2.77, 0.68, 2.39], [-2.86, -0.56, 2.76], [7.09, 4.34, 7.58], [-0.37, -4.19, 0.69], [0.67, -0.59, -4.86], [0.63, 2.86, 1.30], [-4.19, -0.11, -4.56], [6.14, 4.72, 5.27], [-0.88, -1.71, 1.44], [-0.33, 1.57, -7.43], [-4.05, 2.22, -5.11], [-1.05, -0.92, -4.94], [-0.71, 3.50, -0.15], [0.34, 2.83, -1.47], [-1.61, 1.17, -5.57], [-1.29, -5.77, 0.24], [0.75, 0.06, -2.73], [3.65, 2.01, 0.46], [1.84, 2.33, -7.23], [-4.02, 0.22, 1.59], [-5.26, 0.56, -3.30], [5.37, -1.62, 5.53], [-4.03, -3.74, -2.80], [-1.34, 2.35, -1.32], [3.87, -0.27, 6.92], [-4.12, -1.68, -2.33], [-2.85, 2.26, -3.79], [1.29, 2.78, -5.72], [-4.44, -1.33, 4.19], [5.48, 3.63, 7.41], [-0.32, -4.35, -2.16], [4.85, 2.75, 1.53], [4.91, 1.03, 1.23], [2.59, 2.39, 2.68], [-0.99, -5.21, -4.49], [6.26, -0.27, 6.27], [0.60, 0.20, -6.83], [0.06, -1.30, 0.10], [-5.06, 0.31, 3.85], [0.44, 0.69, -0.48], [3.36, -0.17, 5.26], [-2.98, -5.10, -2.42], [-4.92, -2.22, 1.37], [-0.34, 2.04, -4.60], [0.23, -1.89, -1.83], [6.89, 2.59, 7.34], [7.64, 3.79, 5.25], [-1.25, 0.41, 1.76], [5.82, -0.21, 4.58], [-0.90, 0.65, -2.57], [-4.50, 2.71, -3.47]]}

2.
{"formula": "C34H37N4O2SSr", "method": "ωB97M-V/def2-TZVPD", "homo_ev": -9.851, "charge": 1, "total_energy_ev": -57584.4630, "gap_ev": 6.7, "de_lowest_kcal_mol": 0.0, "species": ["Sr", "S", "O", "O", "N", "N", "N", "N", "C", "C", "C", "C", "C", "C", "C", "C", "C", "C", "C", "C", "C", "C", "C", "C", "C", "C", "C", "C", "C", "C", "C", "C", "C", "C", "C", "C", "C", "C", "C", "C", "C", "C", "H", "H", "H", "H", "H", "H", "H", "H", "H", "H", "H", "H", "H", "H", "H", "H", "H", "H", "H", "H", "H", "H", "H", "H", "H", "H", "H", "H", "H", "H", "H", "H", "H", "H", "H", "H", "H"], "positions_angstrom": [[1.08, 1.77, -1.27], [3.90, 1.00, -2.19], [-3.92, -7.78, 6.90], [0.01, 3.70, -1.83], [-1.29, -2.68, 3.95], [-1.63, -4.00, 2.20], [0.11, -0.69, -0.98], [0.57, 0.96, 1.18], [-0.75, -2.42, 0.46], [-2.22, -4.81, 5.78], [3.78, -0.65, -2.91], [-0.05, 0.20, 3.77], [-3.41, -6.88, 6.03], [-1.97, 3.67, -4.27], [2.54, 4.37, -0.14], [-2.95, -6.01, 3.84], [-0.10, -1.49, -2.01], [0.79, 1.77, 2.20], [-1.08, -2.82, 1.79], [-1.75, -3.89, 3.50], [2.25, 5.44, -1.20], [-0.63, -2.78, -1.90], [-3.50, -7.00, 4.64], [-0.86, -1.98, 2.85], [-2.31, -4.91, 4.39], [-0.78, 1.50, -3.82], [0.03, -0.26, 1.40], [1.40, 4.07, -5.18], [-0.30, -0.68, 2.71], [0.80, 4.08, -2.83], [1.94, 4.90, -2.58], [0.49, 1.43, 3.53], [-0.96, -3.25, -0.66], [2.50, 4.88, -4.94], [4.10, 1.99, -3.69], [-0.21, -1.14, 0.26], [-4.58, -8.92, 6.38], [-0.69, 2.86, -4.51], [-2.77, -5.78, 6.59], [2.75, 5.28, -3.64], [0.55, 3.66, -4.16], [1.15, 6.39, -0.71], [-2.85, 3.09, -4.58], [-0.62, 2.66, -5.58], [0.70, 2.13, 4.32], [-1.71, -3.98, 6.26], [2.97, -0.70, -3.64], [0.19, 0.98, -3.86], [-0.77, -3.38, -2.79], [3.23, 1.92, -4.34], [3.60, 5.93, -3.44], [-2.71, -5.71, 7.67], [3.17, 6.03, -1.30], [-1.13, 1.60, -2.79], [-1.95, 4.59, -4.85], [1.18, 3.76, -6.20], [-3.90, -9.52, 5.77], [4.21, 3.03, -3.39], [3.14, 5.20, -5.76], [1.01, 7.21, -1.41], [5.00, 1.66, -4.22], [3.59, -1.36, -2.11], [-3.01, -6.09, 2.76], [-0.30, -0.09, 4.79], [-5.45, -8.64, 5.79], [1.41, 6.82, 0.26], [-2.06, 3.92, -3.22], [-1.49, 0.85, -4.33], [-4.90, -9.50, 7.24], [0.20, 5.85, -0.61], [-3.99, -7.84, 4.18], [3.26, 3.62, -0.50], [-1.33, -2.36, 4.90], [1.61, 3.90, 0.18], [1.23, 2.73, 1.98], [-1.38, -4.23, -0.50], [2.98, 4.83, 0.75], [0.15, -1.10, -2.99], [4.72, -0.90, -3.40]]}

3.
{"formula": "C14H14BN7PtS", "method": "ωB97M-V/def2-TZVPD", "homo_ev": -7.981, "total_energy_ev": -39936.5169, "gap_ev": 8.1, "de_lowest_kcal_mol": 8.8, "species": ["Pt", "S", "N", "N", "N", "N", "N", "N", "N", "C", "C", "C", "C", "C", "C", "C", "C", "C", "C", "C", "C", "C", "C", "B", "H", "H", "H", "H", "H", "H", "H", "H", "H", "H", "H", "H", "H", "H"], "positions_angstrom": [[-1.02, -0.12, -0.34], [-2.92, -0.56, -1.59], [1.03, 1.43, -1.66], [1.74, -0.08, 0.97], [0.42, 0.10, 1.17], [0.21, -1.59, -1.05], [-2.61, 0.96, 0.46], [1.55, -1.51, -1.05], [2.23, 0.92, -1.32], [1.28, 2.44, -2.48], [1.47, 0.26, 3.14], [3.23, 1.61, -1.92], [2.66, 2.60, -2.68], [2.05, -2.54, -1.75], [-2.82, 1.48, 1.68], [-4.44, -0.57, 0.80], [1.01, -3.30, -2.23], [-0.14, -2.65, -1.77], [-3.88, 1.08, 2.47], [0.24, 0.31, 2.47], [-3.42, -0.04, 0.01], [2.39, 0.00, 2.14], [-4.68, 0.02, 2.02], [2.34, -0.32, -0.43], [3.46, -0.12, 2.17], [4.26, 1.33, -1.76], [-4.06, 1.56, 3.41], [-2.13, 2.25, 1.98], [0.46, 3.01, -2.89], [-5.48, -0.34, 2.65], [-5.00, -1.42, 0.45], [1.06, -4.20, -2.82], [3.49, -0.63, -0.31], [-1.18, -2.90, -1.89], [-0.75, 0.45, 2.87], [1.65, 0.38, 4.19], [3.12, -2.65, -1.84], [3.17, 3.33, -3.28]]}

4.
{"formula": "C23H38IN2O6PZn", "method": "ωB97M-V/def2-TZVPD", "homo_ev": -1.641, "charge": -2, "total_energy_ev": -105545.8729, "gap_ev": 5.9, "de_lowest_kcal_mol": 0.0, "species": ["I", "Zn", "P", "O", "O", "O", "O", "O", "O", "N", "N", "C", "C", "C", "C", "C", "C", "C", "C", "C", "C", "C", "C", "C", "C", "C", "C", "C", "C", "C", "C", "C", "C", "C", "H", "H", "H", "H", "H", "H", "H", "H", "H", "H", "H", "H", "H", "H", "H", "H", "H", "H", "H", "H", "H", "H", "H", "H", "H", "H", "H", "H", "H", "H", "H", "H", "H", "H", "H", "H", "H", "H"], "positions_angstrom": [[5.86, -1.33, 1.28], [1.43, -0.14, 0.11], [-1.77, 0.22, 0.38], [2.64, 0.09, -4.05], [6.23, 3.09, -1.90], [3.58, 2.54, 2.44], [1.33, -0.32, -2.26], [2.07, 0.99, 1.81], [2.07, -2.14, 0.08], [2.93, 1.01, -0.65], [-0.41, -0.46, 0.50], [-3.04, 2.87, 0.59], [3.11, -4.01, 0.95], [-4.35, -0.07, 1.79], [3.07, 1.75, 1.64], [-2.29, -1.04, 2.81], [2.33, 0.16, -2.85], [4.37, 1.65, -2.41], [5.12, 2.40, -1.50], [2.19, -3.01, -1.05], [4.74, 2.46, -0.17], [-2.08, -1.21, -1.99], [-1.59, 2.08, 2.46], [-3.96, 0.40, -1.60], [2.77, -4.32, -0.51], [2.14, -2.90, 1.29], [-1.80, 2.05, 0.94], [3.27, 0.97, -1.94], [-0.56, 2.75, 0.36], [3.64, 1.73, 0.22], [-1.69, 1.18, -2.25], [-3.28, -2.09, 0.83], [-3.01, -0.73, 1.49], [-2.46, 0.16, -1.40], [-1.04, -1.43, -1.78], [3.65, -4.64, -1.07], [-1.25, -1.30, 2.61], [2.83, -2.51, -1.78], [-2.30, -0.20, 3.51], [5.30, 3.02, 0.57], [-0.61, 1.06, -2.12], [-0.44, 3.72, 0.87], [-3.97, 2.43, 0.97], [-2.79, -1.89, 3.30], [2.49, -2.23, 2.07], [-1.98, 2.21, -2.04], [-3.14, 3.02, -0.48], [-2.48, 1.78, 3.02], [6.39, 2.89, -2.83], [0.34, 2.18, 0.56], [-4.18, 0.41, -2.67], [-0.64, 2.95, -0.70], [-4.57, -0.39, -1.15], [-0.75, 1.45, 2.75], [-1.36, 3.11, 2.76], [-2.70, -2.02, -1.61], [-4.25, 0.84, 2.39], [-4.91, 0.19, 0.88], [2.02, -5.12, -0.57], [3.02, -4.87, 1.62], [-1.91, 0.99, -3.31], [-4.29, 1.36, -1.19], [1.21, -3.14, -1.50], [-2.21, -1.17, -3.08], [4.61, 1.58, -3.46], [-2.34, -2.56, 0.53], [1.14, -3.27, 1.53], [4.13, -3.60, 1.03], [-3.78, -2.74, 1.56], [-4.97, -0.77, 2.36], [-2.94, 3.86, 1.05], [-3.93, -2.01, -0.04]]}